1.
The following is a DFT calculation (the ωB97M-V functional and the def2-TZVPD basis) of C4H6O4 as an isolated structure.

Values from the calculation:
lowest unoccupied orbital energy	0.35	eV
highest occupied orbital energy	-9.194	eV
gap between HOMO and LUMO	9.54	eV

XYZ file:
```
14
C4H6O4 the ωB97M-V functional and the def2-TZVPD basis
C 1.20 -0.85 0.45
C -0.34 1.32 -0.16
C -0.61 -0.05 0.24
C -1.66 -0.76 -0.18
O 2.30 -0.17 0.79
O 1.21 -1.36 -0.78
O -1.35 2.19 0.10
O 0.75 1.73 -0.55
H 0.52 -2.09 -0.71
H 2.47 0.47 0.08
H -0.95 3.07 0.04
H 0.81 -1.47 1.27
H -2.44 -0.32 -0.81
H -1.90 -1.73 0.24
```

---

2.
The following is a DFT calculation (the ωB97M-V functional and the def2-TZVPD basis) of C16H22GeN2O2Os as an isolated structure.

Values from the calculation:
multiplicity	5
lowest unoccupied orbital energy (alpha / beta)	0.12 / -1.32	eV
highest occupied orbital energy (alpha / beta)	-7.349 / -8.335	eV
gap between HOMO and LUMO (alpha / beta)	7.47 / 7.01	eV

XYZ file:
```
44
C16H22GeN2O2Os the ωB97M-V functional and the def2-TZVPD basis
Os 0.99 -0.41 0.63
C 5.11 0.67 0.62
C 3.62 0.87 0.67
O 2.93 -0.24 0.62
C 3.10 2.14 0.75
C 1.73 2.51 0.79
C 1.37 3.97 0.89
N 0.76 1.63 0.75
N -0.56 2.10 0.79
C -1.37 1.10 0.74
O -0.97 -0.17 0.65
C -2.83 1.33 0.73
C -3.34 2.63 0.80
C -4.71 2.83 0.79
C -5.58 1.74 0.73
C -5.07 0.45 0.66
C -3.70 0.25 0.66
H 5.34 -0.39 0.57
H 5.58 1.10 1.51
H 5.53 1.17 -0.25
H 3.81 2.94 0.78
H 2.27 4.58 0.92
H 0.77 4.14 1.78
H 0.75 4.25 0.04
H -2.65 3.46 0.85
H -5.10 3.83 0.84
H -6.65 1.91 0.72
H -5.74 -0.39 0.61
H -3.28 -0.75 0.61
C 1.95 -2.44 -2.28
Ge 0.54 -3.18 -1.11
C 0.57 -5.13 -1.20
C -1.16 -2.49 -1.80
C 0.82 -2.47 0.68
H 1.80 -2.76 -3.31
H 2.94 -2.75 -1.95
H 1.90 -1.35 -2.25
H 0.40 -5.45 -2.23
H -0.22 -5.55 -0.58
H 1.53 -5.52 -0.86
H -1.33 -2.83 -2.82
H -1.12 -1.40 -1.80
H -2.00 -2.81 -1.18
H 1.28 -3.12 1.43
```

---

3.
The following is a DFT calculation (the ωB97M-V functional and the def2-TZVPD basis) of C17H47LiO10 as an isolated structure.

Values from the calculation:
lowest unoccupied orbital energy	-1.29	eV
highest occupied orbital energy	-8.351	eV
gap between HOMO and LUMO	7.06	eV

XYZ file:
```
75
C17H47LiO10 the ωB97M-V functional and the def2-TZVPD basis
Li -6.04 -3.01 19.97
C -5.64 -5.85 18.05
C -5.42 -4.54 17.33
O -5.16 -3.44 18.16
H -5.92 -6.68 17.39
H -6.60 -5.83 18.58
H -4.92 -6.21 18.78
H -6.22 -4.24 16.64
H -4.66 -4.72 16.55
C -6.02 -9.66 18.10
C -4.93 -9.25 17.07
C -4.27 -10.47 16.48
O -5.62 -8.63 15.92
H -5.48 -9.84 19.03
H -6.54 -10.54 17.72
H -6.71 -8.82 18.24
H -4.20 -8.57 17.51
H -3.47 -10.22 15.78
H -5.00 -11.06 15.92
H -3.86 -11.19 17.19
H -6.39 -9.21 15.98
C -5.19 -8.37 23.51
C -6.41 -7.58 23.04
C -6.55 -7.55 21.52
O -7.58 -8.21 23.57
H -5.28 -9.43 23.75
H -4.71 -7.86 24.35
H -4.36 -8.28 22.81
H -6.34 -6.52 23.30
H -6.97 -6.59 21.22
H -7.21 -8.27 21.04
H -5.61 -7.60 20.97
H -7.18 -8.58 24.37
C -1.28 -2.08 14.47
C -1.65 -2.56 15.88
C -0.77 -3.73 16.33
O -1.60 -1.56 16.87
H -0.31 -2.51 14.23
H -1.42 -1.00 14.42
H -1.85 -2.57 13.68
H -2.70 -2.87 15.92
H 0.28 -3.43 16.40
H -0.85 -4.61 15.69
H -1.01 -4.13 17.31
H -1.32 -0.70 16.56
C -5.91 -1.05 15.62
C -4.80 -0.18 16.23
O -4.50 -0.62 17.54
O -5.27 -2.19 15.10
H -6.41 -0.50 14.81
H -6.76 -1.34 16.25
H -5.15 0.86 16.34
H -3.88 -0.10 15.64
H -4.59 -1.59 17.50
H -5.14 -2.81 15.82
C -3.21 -6.31 13.88
C -4.63 -6.79 13.43
O -4.76 -8.21 13.34
O -2.07 -6.89 13.23
H -3.05 -6.55 14.93
H -3.13 -5.22 13.83
H -5.06 -6.42 12.51
H -5.12 -6.24 14.24
H -4.99 -8.47 14.25
H -1.88 -6.41 12.42
C -1.93 -7.84 19.48
C -1.44 -6.47 18.97
O -2.22 -5.39 19.46
O -1.80 -7.77 20.91
H -1.44 -8.77 19.16
H -2.97 -8.01 19.17
H -1.59 -6.46 17.88
H -0.41 -6.21 19.19
H -3.15 -5.65 19.48
H -2.14 -6.91 21.16
```

---

4.
The following is a DFT calculation (the ωB97M-V functional and the def2-TZVPD basis) of a 2-piece molecular cluster, C5H15N2 overall.

Values from the calculation:
lowest unoccupied orbital energy	-6.86	eV
highest occupied orbital energy	-12.873	eV
net charge	+1
gap between HOMO and LUMO	6.01	eV

XYZ file:
```
22
C5H15N2 the ωB97M-V functional and the def2-TZVPD basis
N -3.43 0.74 -0.99
C 0.49 -0.77 0.62
C 1.59 -1.00 -0.28
C 2.17 0.36 -0.78
C 2.53 1.25 0.43
C -0.86 -0.39 0.22
N -1.94 -0.88 1.05
H -3.90 0.35 -1.80
H -3.85 1.63 -0.79
H -3.46 0.11 -0.20
H 0.58 -1.23 1.61
H 2.37 -1.58 0.21
H 1.29 -1.57 -1.17
H 3.01 0.17 -1.45
H 1.41 0.83 -1.41
H 2.63 2.29 0.16
H 1.69 1.15 1.14
H 3.44 0.93 0.94
H -1.00 -0.72 -0.81
H -0.97 0.70 0.15
H -1.89 -1.88 1.18
H -1.94 -0.48 1.98
```

---

Taking the records one at a time from the top gives total energy values of -12432.6561, -83003.7048, -39066.9076, -8399.5450 eV.
Taking the records one at a time from the top gives strongest force on any atom values of 3.33, 0.38, 2.30, 1.99 eV/A.